[1]
Molecular formula: C3H6N2O
Method: DFT, ωB97M-V/def2-TZVPD

Results
Relative energy (zero: lowest compared OMol25 entry of this formula, charge and spin): 4.532 eV
Highest occupied orbital energy: -8.757 eV
E_tot: -302.52656 Ha
M: 86.09 Da
Largest force on an atom: 0.628 eV Å⁻¹
Net charge: 0

Atoms and positions in Å:
C -1.30 0.74 0.81
C -0.49 -0.48 -0.21
N -1.37 0.21 -0.93
N 0.84 -0.36 -0.56
C 1.83 -1.11 0.05
O 2.99 -1.10 -0.28
H -1.56 1.77 0.51
H -0.45 0.82 1.49
H -2.15 0.23 1.26
H -0.92 0.79 -1.68
H 1.16 0.20 -1.35
H 1.43 -1.71 0.89



[2]
Molecular formula: C5H11IN
Method: DFT, ωB97M-V/def2-TZVPD

Results
Relative energy (zero: lowest compared OMol25 entry of this formula, charge and spin): 1.463 eV
Highest occupied orbital energy: -13.071 eV
E_tot: -549.24868 Ha
M: 212.05 Da
Largest force on an atom: 4.797 eV Å⁻¹
Net charge: +1

Atoms and positions in Å:
C 0.61 -0.57 -0.61
C -1.80 0.08 -0.33
C -0.55 -0.35 0.17
C 1.83 -1.12 0.04
C -0.34 -0.53 1.58
N -2.05 0.08 -1.59
I -0.88 3.83 -0.23
H 0.67 -0.34 -1.66
H -2.61 0.47 0.16
H 2.45 -0.34 0.37
H 2.44 -1.57 -0.71
H 1.77 -1.70 0.96
H 0.47 0.12 2.16
H -0.18 -1.56 1.71
H -1.32 -0.37 2.15
H -2.96 0.30 -2.03
H -1.46 -0.43 -2.29
H -1.43 5.30 -0.43